Arrangement P

{
  "formula": "C5H14",
  "method": "ωB97M-V with the def2-TZVPD basis set",
  "symbols": ["C", "C", "C", "C", "C", "H", "H", "H", "H", "H", "H", "H", "H", "H", "H", "H", "H", "H", "H"],
  "coordinates": [[-1.9982, 0.1137, -0.0734], [3.3725, -0.2236, -0.4649], [1.8935, -0.2298, -0.9358], [-2.1839, 1.3671, 0.7954], [-1.3233, -1.0429, 0.6606], [-2.6135, 1.0922, 1.7660], [-1.3075, 0.4666, -0.8438], [1.3677, -1.0956, -0.5542], [3.9402, 0.5416, -0.9902], [-1.3692, 2.0564, 0.9740], [-0.5117, -1.4258, 0.0449], [-2.0772, -1.8029, 0.8748], [3.4108, 0.0722, 0.5805], [-0.8284, -0.8437, 1.6041], [1.8392, -0.3370, -2.0134], [-2.9758, -0.1398, -0.4652], [1.5430, 0.7709, -0.6871], [-3.0162, 1.9299, 0.3429], [3.8132, -1.2025, -0.6444]],
  "smiles": "CCC.CC",
  "gap_ev": 12.31,
  "molar_mass_g_mol": 74.167,
  "lumo_energy_ev": 1.1,
  "multiplicity": 1
}

---

Arrangement Q

{
  "formula": "C5H14",
  "method": "ωB97M-V with the def2-TZVPD basis set",
  "symbols": ["C", "C", "C", "C", "C", "H", "H", "H", "H", "H", "H", "H", "H", "H", "H", "H", "H", "H", "H"],
  "coordinates": [[1.7772, -1.0479, 1.9993], [0.3396, -0.0458, -1.6748], [0.3563, -0.4582, 2.3550], [-1.9682, 0.7243, -1.3852], [-0.5428, 1.0906, -1.5992], [-0.3362, 1.5590, -0.6898], [2.6184, -0.3897, 2.1909], [1.9712, -1.1125, 0.9423], [-0.5058, 1.7872, -2.5273], [0.3830, 0.0359, 3.3667], [0.2103, -0.6168, -2.5622], [-2.4530, -0.0003, -2.0906], [-0.1541, 0.0354, 1.5132], [-0.2830, -1.3383, 2.5563], [-2.2006, 0.2928, -0.4438], [0.4134, -0.6687, -0.7819], [1.7260, -2.0749, 2.3066], [-2.6606, 1.7026, -1.6477], [1.3090, 0.5254, -1.8279]],
  "smiles": "CCC.CC",
  "gap_ev": 12.12,
  "molar_mass_g_mol": 74.167,
  "lumo_energy_ev": 1.1,
  "multiplicity": 1
}

---

Most favorable first, least favorable last: arrangement P, arrangement Q

---

Arrangement P

{
  "formula": "C5H14",
  "method": "ωB97M-V with the def2-TZVPD basis set",
  "symbols": ["C", "C", "C", "C", "C", "H", "H", "H", "H", "H", "H", "H", "H", "H", "H", "H", "H", "H", "H"],
  "coordinates": [[0.5465, 2.5739, 0.0614], [0.2605, -2.1021, -0.1679], [-1.3378, -2.2900, -0.0316], [-0.1777, 2.9322, 1.4139], [0.7353, -1.3655, -1.2983], [0.0779, 4.0506, 1.2818], [0.3287, 1.5218, -0.1530], [1.5536, 2.6990, 0.0092], [-1.8507, -2.5047, -0.9543], [0.3151, -0.3894, -1.2771], [-1.2849, 2.7737, 1.5587], [0.1710, 2.4249, 2.2753], [0.6987, -1.7115, 0.7776], [0.2877, 3.1902, -0.8092], [1.7935, -1.3970, -1.4524], [-1.6134, -2.9827, 0.7861], [0.3983, -1.9042, -2.1430], [-1.7311, -1.2148, 0.2689], [0.6945, -3.0467, -0.0333]],
  "smiles": "CCC.CC",
  "gap_ev": 11.91,
  "molar_mass_g_mol": 74.167,
  "lumo_energy_ev": 1.1,
  "multiplicity": 1
}

---

Arrangement Q

{
  "formula": "C5H14",
  "method": "ωB97M-V with the def2-TZVPD basis set",
  "symbols": ["C", "C", "C", "C", "C", "H", "H", "H", "H", "H", "H", "H", "H", "H", "H", "H", "H", "H", "H"],
  "coordinates": [[1.2229, 1.0368, 2.2208], [-1.6190, -0.1569, -1.7600], [2.6718, 0.6036, 2.0482], [-2.0745, -0.6273, -0.3670], [-0.3947, -0.8987, -2.3153], [0.2163, -1.2370, -1.4813], [-2.4306, -0.0412, -2.4747], [-1.3663, 0.9084, -1.6596], [-0.7275, -1.6310, -3.0430], [2.9284, -0.3654, 2.4555], [2.8729, 0.5709, 0.9741], [0.3292, -0.1947, -2.7541], [-2.6459, 0.2047, 0.0296], [-2.5910, -1.5870, -0.4571], [1.0499, 1.9570, 1.6735], [3.3492, 1.4066, 2.3593], [0.4664, 0.3038, 1.9270], [-1.1529, -0.8201, 0.1736], [0.9621, 1.2666, 3.2546]],
  "smiles": "CCC.CC",
  "gap_ev": 12.15,
  "molar_mass_g_mol": 74.167,
  "lumo_energy_ev": 1.1,
  "multiplicity": 1
}

---

Arrangement R

{
  "formula": "C5H14",
  "method": "ωB97M-V with the def2-TZVPD basis set",
  "symbols": ["C", "C", "C", "C", "C", "H", "H", "H", "H", "H", "H", "H", "H", "H", "H", "H", "H", "H", "H"],
  "coordinates": [[0.8254, -2.8864, 0.5219], [-1.0483, 2.6301, -0.4321], [2.0336, -2.9187, -0.4187], [-0.3620, 1.2708, -0.6786], [-1.8118, 2.5945, 0.8945], [-1.0803, 2.3440, 1.6648], [-2.2241, 3.5745, 1.1667], [0.5206, 1.2653, -0.0267], [-0.2413, 3.3515, -0.3319], [-1.7367, 2.7866, -1.2342], [0.2481, -1.9660, 0.5519], [2.8548, -3.4181, 0.0917], [0.2567, 1.3312, -1.5846], [1.1202, -3.2091, 1.5055], [2.3674, -1.9511, -0.7962], [0.1241, -3.6759, 0.2687], [1.8449, -3.4704, -1.3298], [-2.6783, 1.9419, 0.8936], [-1.0128, 0.4052, -0.7265]],
  "smiles": "CCC.CC",
  "gap_ev": 12.40,
  "molar_mass_g_mol": 74.167,
  "lumo_energy_ev": 1.1,
  "multiplicity": 1
}

---

Most favorable first, least favorable last: arrangement Q, arrangement R, arrangement P

---

Arrangement P

{
  "formula": "C5H14",
  "method": "ωB97M-V with the def2-TZVPD basis set",
  "symbols": ["C", "C", "C", "C", "C", "H", "H", "H", "H", "H", "H", "H", "H", "H", "H", "H", "H", "H", "H"],
  "coordinates": [[-0.1722, 1.1098, -1.0495], [0.6492, -0.0177, -1.6948], [-0.2765, -1.4942, 1.7278], [0.5318, -1.5224, 3.0232], [-0.7608, 2.0653, -2.1167], [-0.0840, 2.8998, -2.2910], [1.6728, 0.3084, -1.8859], [0.2120, -0.2614, -2.6617], [-1.7195, 2.4654, -1.7890], [0.4800, 1.6320, -0.3472], [0.6601, -0.9404, -1.1150], [-1.3264, -1.7374, 1.8777], [0.1396, -2.1819, 0.9866], [-0.9805, 0.6763, -0.4600], [1.5543, -1.2041, 2.8087], [0.1070, -0.8486, 3.7624], [0.6172, -2.5401, 3.4025], [-0.1947, -0.5208, 1.2446], [-0.9076, 1.5075, -3.0346]],
  "smiles": "CCC.CC",
  "gap_ev": 12.60,
  "molar_mass_g_mol": 74.167,
  "lumo_energy_ev": 1.2,
  "multiplicity": 1
}

---

Arrangement Q

{
  "formula": "C5H14",
  "method": "ωB97M-V with the def2-TZVPD basis set",
  "symbols": ["C", "C", "C", "C", "C", "H", "H", "H", "H", "H", "H", "H", "H", "H", "H", "H", "H", "H", "H"],
  "coordinates": [[1.6430, 0.1243, 2.0847], [-2.0045, -0.0742, -1.1121], [0.6279, -0.9556, 2.3386], [0.1616, 1.0978, -1.9634], [-0.5949, -0.2148, -1.7209], [0.8374, -1.8988, 1.8325], [0.2302, 1.3213, -3.0268], [1.5824, 0.9900, 2.7481], [1.1815, 1.1101, -1.5994], [2.6938, -0.1934, 2.0528], [-2.3845, 0.9387, -1.2091], [-2.7291, -0.6744, -1.6593], [0.6410, -1.3136, 3.3673], [-0.3985, 1.9181, -1.5208], [-0.3642, -0.6219, 2.0656], [1.5299, 0.5361, 1.0713], [-0.0163, -0.8829, -1.0841], [-0.6534, -0.8552, -2.5978], [-1.9833, -0.3517, -0.0672]],
  "smiles": "CCC.CC",
  "gap_ev": 12.27,
  "molar_mass_g_mol": 74.167,
  "lumo_energy_ev": 1.2,
  "multiplicity": 1
}

---

Arrangement R

{
  "formula": "C5H14",
  "method": "ωB97M-V with the def2-TZVPD basis set",
  "symbols": ["C", "C", "C", "C", "C", "H", "H", "H", "H", "H", "H", "H", "H", "H", "H", "H", "H", "H", "H"],
  "coordinates": [[0.1501, 2.2766, -1.7594], [0.7279, -1.4067, 1.3673], [1.4093, 1.5806, -2.2989], [-1.6644, -0.8852, 1.5258], [-0.6676, -2.0473, 1.6290], [-0.5161, 1.5201, -1.2817], [-0.9384, -2.7101, 0.7548], [-1.5310, 0.0148, 2.2535], [0.3297, 3.0182, -0.9811], [-0.7158, -2.5886, 2.5829], [-2.6315, -1.2214, 1.9192], [0.8520, 0.7294, -2.7891], [2.0349, 0.9032, -1.6928], [-1.6493, -0.5346, 0.5054], [2.1012, 2.2187, -2.8536], [1.0265, -1.9505, 0.4687], [-0.3202, 2.8712, -2.5190], [0.6130, -0.4118, 0.9427], [1.3897, -1.3766, 2.2263]],
  "smiles": "CCC.CC",
  "gap_ev": 11.85,
  "molar_mass_g_mol": 74.167,
  "lumo_energy_ev": 1.1,
  "multiplicity": 1
}

---

Arrangement S

{
  "formula": "C5H14",
  "method": "ωB97M-V with the def2-TZVPD basis set",
  "symbols": ["C", "C", "C", "C", "C", "H", "H", "H", "H", "H", "H", "H", "H", "H", "H", "H", "H", "H", "H"],
  "coordinates": [[-2.0110, -0.0167, 0.4322], [0.9153, 0.7658, -1.5365], [1.7754, -0.8338, 0.1780], [-2.3243, 0.0749, 1.8216], [1.9926, -0.2476, -1.1701], [2.1941, -0.7504, -2.1375], [2.9121, 0.5027, -1.2409], [1.0922, 0.9496, -2.6167], [-2.9806, -0.8570, 2.2841], [-2.0197, 0.9005, 0.0093], [-1.0374, -0.4513, 0.1417], [-2.6068, -0.5669, -0.2062], [2.2774, -0.1029, 0.9306], [-2.9163, 0.9256, 2.1480], [-0.0580, 0.4001, -1.3505], [1.0567, 1.6222, -0.9282], [-1.3350, 0.2467, 2.3734], [2.3293, -1.6770, 0.4812], [0.7440, -0.8843, 0.3863]],
  "smiles": "CCC.CC",
  "gap_ev": 11.68,
  "molar_mass_g_mol": 74.167,
  "lumo_energy_ev": 1.1,
  "multiplicity": 1
}

---

Most favorable first, least favorable last: arrangement P, arrangement Q, arrangement R, arrangement S

---

Arrangement P

{
  "formula": "C5H14",
  "method": "ωB97M-V with the def2-TZVPD basis set",
  "symbols": ["C", "C", "C", "C", "C", "H", "H", "H", "H", "H", "H", "H", "H", "H", "H", "H", "H", "H", "H"],
  "coordinates": [[1.2899, 0.3273, 1.1493], [-1.1892, 0.5863, -2.2824], [0.0815, 0.2223, -3.2269], [-0.0556, -1.1191, 2.7914], [-0.0828, 0.0653, 1.8569], [0.7928, 0.9481, -3.3421], [-0.3431, -0.0313, -4.1926], [-0.3343, -0.9055, 3.8062], [0.5449, -0.8567, -3.0151], [-0.9097, -1.8699, 2.6390], [1.1905, 1.0362, 0.4544], [1.5029, -0.4027, 0.3924], [-1.7788, 1.3495, -2.7284], [-1.8190, -0.3893, -2.2130], [-0.7899, -0.1299, 0.9964], [-0.6993, 0.9833, -1.3278], [0.8053, -1.7101, 2.6480], [-0.4935, 1.0682, 2.4142], [2.0682, 0.4174, 1.7384]],
  "smiles": "CCC.CC",
  "gap_ev": 11.86,
  "molar_mass_g_mol": 74.167,
  "lumo_energy_ev": 1.1,
  "multiplicity": 1
}

---

Arrangement Q

{
  "formula": "C5H14",
  "method": "ωB97M-V with the def2-TZVPD basis set",
  "symbols": ["C", "C", "C", "C", "C", "H", "H", "H", "H", "H", "H", "H", "H", "H", "H", "H", "H", "H", "H"],
  "coordinates": [[1.9781, 0.8575, 1.6698], [-1.2415, -0.1583, -1.9586], [-1.5379, -1.3423, -1.0213], [-0.8962, 1.1003, -1.1813], [1.5366, -0.4735, 2.2819], [-1.5414, -2.2994, -1.5356], [1.1960, 1.6115, 1.7682], [2.1711, 0.7107, 0.6077], [0.0356, 1.1038, -0.6197], [-0.8618, 1.9786, -1.8339], [-0.4402, -0.4740, -2.6302], [2.8767, 1.2254, 2.1621], [-1.7227, 1.3023, -0.4907], [0.6554, -0.8674, 1.7724], [-0.7968, -1.4135, -0.2175], [2.3068, -1.2294, 2.0963], [-2.1381, 0.0404, -2.5453], [1.3651, -0.4253, 3.3543], [-2.4719, -1.1382, -0.4898]],
  "smiles": "CCC.CC",
  "gap_ev": 12.64,
  "molar_mass_g_mol": 74.167,
  "lumo_energy_ev": 1.1,
  "multiplicity": 1
}

---

Arrangement R

{
  "formula": "C5H14",
  "method": "ωB97M-V with the def2-TZVPD basis set",
  "symbols": ["C", "C", "C", "C", "C", "H", "H", "H", "H", "H", "H", "H", "H", "H", "H", "H", "H", "H", "H"],
  "coordinates": [[1.4347, 0.8592, 1.9758], [-1.2732, 0.2658, -1.2270], [-0.7891, 0.2147, -2.6718], [2.2742, -0.3901, 2.1765], [-1.8364, -0.9319, -0.5103], [2.9283, -0.5708, 1.3102], [-1.6874, -0.0151, -3.2780], [0.4919, 0.9073, 2.5237], [1.2533, 1.0684, 0.9167], [2.7400, -0.4190, 3.1543], [-0.5594, 1.2140, -3.0117], [-0.0628, -0.5714, -2.8411], [-0.4010, 0.6214, -0.6454], [-2.0195, 1.0689, -1.1640], [-1.2401, -1.8550, -0.6271], [-2.7666, -1.2150, -1.0191], [1.9106, 1.7897, 2.3304], [1.6914, -1.3103, 2.0785], [-2.0887, -0.7308, 0.5291]],
  "smiles": "CCC.CC",
  "gap_ev": 12.04,
  "molar_mass_g_mol": 74.167,
  "lumo_energy_ev": 1.1,
  "multiplicity": 1
}

---

Most favorable first, least favorable last: arrangement Q, arrangement R, arrangement P

---

Arrangement P

{
  "formula": "C4H10O3",
  "method": "ωB97M-V with the def2-TZVPD basis set",
  "symbols": ["O", "O", "O", "C", "C", "C", "C", "H", "H", "H", "H", "H", "H", "H", "H", "H", "H"],
  "coordinates": [[-1.4991, -0.4908, 0.1367], [2.8875, 0.4660, 0.0276], [0.8950, -0.5524, 1.4071], [-0.5145, 0.2273, -0.2977], [0.5702, 0.5024, 0.6858], [1.7953, 1.3224, 0.1795], [-2.5171, -0.8849, -0.7857], [-0.6957, 0.8285, -1.2030], [-3.1040, -1.6390, -0.2633], [1.6130, 1.8406, -0.7727], [1.9971, 2.0940, 0.9412], [2.7180, -0.2209, 0.7035], [-3.1431, -0.0315, -1.0606], [-0.0803, 1.2555, 1.2339], [0.7598, -1.4519, -0.0485], [-2.0465, -1.3304, -1.6669], [0.5174, -1.3711, -0.8113]],
  "gap_ev": 8.34,
  "molar_mass_g_mol": 106.121,
  "lumo_energy_ev": -0.5,
  "multiplicity": 1
}

---

Arrangement Q

{
  "formula": "C4H10O3",
  "method": "ωB97M-V with the def2-TZVPD basis set",
  "symbols": ["O", "O", "O", "C", "C", "C", "C", "H", "H", "H", "H", "H", "H", "H", "H", "H", "H"],
  "coordinates": [[-0.5178, 1.2641, 2.1184], [0.7289, -0.1184, -0.8717], [1.6114, 0.6575, 1.8780], [-0.7067, -0.6136, -2.6825], [0.7083, 1.3643, 1.5623], [-0.1876, -1.1092, -1.3560], [-1.2930, -1.3469, -0.3461], [-1.9116, -2.1993, -0.6307], [-1.4356, -1.3242, -3.0849], [0.3787, -2.0342, -1.5218], [1.3137, -0.5344, -0.2295], [0.7972, 2.1807, 0.8287], [-1.1493, 1.7011, 1.5332], [0.1035, -0.5284, -3.4004], [-1.9896, -0.5041, -0.3314], [-0.8945, -1.5067, 0.6616], [-1.1835, 0.3578, -2.5597]],
  "smiles": "CC(C)O.O=CO",
  "gap_ev": 11.07,
  "molar_mass_g_mol": 106.121,
  "lumo_energy_ev": 0.7,
  "multiplicity": 1
}

---

Arrangement R

{
  "formula": "C4H10O3",
  "method": "ωB97M-V with the def2-TZVPD basis set",
  "symbols": ["O", "O", "O", "C", "C", "C", "C", "H", "H", "H", "H", "H", "H", "H", "H", "H", "H"],
  "coordinates": [[-1.6160, 1.4583, -4.7312], [1.5983, 1.0619, 2.7220], [1.5317, -0.4280, 0.3103], [0.2285, -1.8537, 1.9783], [-1.2245, 0.5953, -0.5345], [0.3139, -0.9645, 0.8162], [-0.8850, -0.5723, 0.0566], [-1.7501, -1.2578, 0.2920], [-1.3428, 1.0613, -3.8983], [-1.9271, 0.6687, -5.0999], [-0.6316, -2.4857, 1.7698], [1.6627, 0.5605, 1.8460], [0.9643, -1.7228, 2.7970], [2.0999, 0.6936, 3.4411], [-0.8957, 1.6046, 0.0197], [-2.1171, 0.5586, -1.2962], [1.2279, 0.3529, -0.1792]],
  "smiles": "C=CC(=C)O.O.O",
  "gap_ev": 8.21,
  "molar_mass_g_mol": 106.121,
  "lumo_energy_ev": -0.3,
  "multiplicity": 1
}

---

Arrangement S

{
  "formula": "C4H10O3",
  "method": "ωB97M-V with the def2-TZVPD basis set",
  "symbols": ["O", "O", "O", "C", "C", "C", "C", "H", "H", "H", "H", "H", "H", "H", "H", "H", "H"],
  "coordinates": [[1.5381, 1.4903, 0.8021], [1.3322, -1.1808, -0.4580], [2.8924, 0.4412, -1.3527], [-2.0659, 0.0276, 0.4140], [-3.0285, 0.0472, 1.4119], [0.0650, -0.5918, -0.8042], [-1.1765, -0.9571, -0.0147], [3.7732, 0.2881, -1.7464], [2.1790, 1.6503, 1.5439], [-0.2172, -1.0128, -1.8143], [-2.9523, -0.7546, 2.1803], [2.0768, 1.0244, 0.0712], [2.1043, -0.8021, -0.9559], [-1.0176, -1.9465, 0.5933], [-1.9576, 0.9871, -0.1375], [-3.7386, 0.7970, 1.1418], [0.1933, 0.4925, -0.8745]],
  "gap_ev": 4.09,
  "molar_mass_g_mol": 106.121,
  "lumo_energy_ev": -3.7,
  "multiplicity": 1
}

---

Most favorable first, least favorable last: arrangement Q, arrangement R, arrangement P, arrangement S